#A
ORCA calculation (ωB97M-V/def2-TZVPD) on 2 unconnected molecules or ions with the total composition C2H6P2.

HOMO level (alpha / beta): -0.296 / -0.302 Ha
HOMO-LUMO gap (alpha / beta): 7.07 / 7.43 eV
LUMO energy (alpha / beta): -0.0362 / -0.0285 Eh

Geometry (Å):
C: 1.041 0.580 -0.599
C: 1.301 -0.107 0.678
P: -2.562 -0.114 -0.272
P: -1.737 -1.575 0.798
H: 1.365 -0.011 -1.453
H: -0.027 0.807 -0.725
H: 1.543 1.554 -0.633
H: 1.101 0.416 1.596
H: 1.860 -1.019 0.722
H: -3.885 -0.531 -0.111

#B
ORCA calculation (ωB97M-V/def2-TZVPD) on a single C2H6P2 molecule.

HOMO level: -0.336 Ha
HOMO-LUMO gap: 9.11 eV
LUMO energy: -0.0008 Eh

Geometry (Å):
C: -0.399 -0.343 -0.086
C: -0.698 1.095 -0.446
P: -1.263 -1.584 -0.845
P: 0.875 -0.743 1.157
H: -1.262 1.759 0.341
H: -1.263 1.111 -1.497
H: 0.382 1.503 -0.556
H: -0.383 -2.448 -0.083
H: 0.103 -0.295 2.242
H: 1.803 0.325 1.196

Last place for stability: #A

#A
ORCA calculation (ωB97M-V/def2-TZVPD) on a single C3H7NO molecule.

HOMO level: -0.336 Ha
HOMO-LUMO gap: 10.03 eV
LUMO energy: 0.0322 Eh

Geometry (Å):
C: -1.153 0.562 0.569
C: -0.748 -0.741 -0.111
N: 0.840 -0.768 -0.418
C: 1.604 0.344 -0.235
O: 1.404 1.200 0.616
H: -1.618 0.454 1.556
H: -1.719 1.263 -0.058
H: -0.132 1.005 0.770
H: -1.194 -0.874 -1.101
H: -0.949 -1.617 0.513
H: 1.206 -1.339 -1.183
H: 2.459 0.511 -0.919

#B
ORCA calculation (ωB97M-V/def2-TZVPD) on a single C3H7NO molecule.

HOMO level: -0.370 Ha
HOMO-LUMO gap: 11.13 eV
LUMO energy: 0.0394 Eh

Geometry (Å):
O: 2.117 0.451 0.495
C: 1.596 -0.662 -0.165
C: 0.143 -0.449 -0.500
C: -1.784 0.673 0.190
N: -0.371 0.625 -0.080
H: 1.372 1.085 0.526
H: 1.562 -1.545 0.502
H: 2.219 -0.938 -1.023
H: -0.448 -1.290 -0.894
H: -1.834 0.558 1.278
H: -2.354 -0.149 -0.268
H: -2.218 1.642 -0.060

#C
ORCA calculation (ωB97M-V/def2-TZVPD) on 2 unconnected molecules or ions with the total composition C3H7NO.

HOMO level (alpha / beta): -0.317 / -0.317 Ha
HOMO-LUMO gap (alpha / beta): 8.24 / 8.24 eV
LUMO energy (alpha / beta): -0.0140 / -0.0140 Eh

Geometry (Å):
C: -1.107 0.318 -0.711
C: -1.985 -0.451 0.199
C: 1.861 0.735 0.350
N: 1.485 -0.015 -0.821
O: 1.306 -1.228 -0.672
H: -1.106 -0.172 -1.688
H: -1.238 -1.207 0.575
H: -2.899 -0.926 -0.174
H: -2.184 0.264 1.018
H: 2.739 1.307 0.164
H: 2.142 0.114 1.244
H: 0.986 1.262 0.514

Last place for stability: #C

#A
ORCA calculation (ωB97M-V/def2-TZVPD) on a single C3H7NO molecule.

HOMO level: -0.329 Ha
HOMO-LUMO gap: 9.82 eV
LUMO energy: 0.0316 Eh

Geometry (Å):
C: -0.420 0.597 1.472
C: 0.584 -0.060 -0.752
C: -0.360 -1.078 -1.369
H: 0.350 -0.005 1.980
H: -1.326 0.055 1.272
H: -0.679 1.488 2.012
H: 0.753 1.673 0.105
H: 1.239 -0.840 -0.202
H: 1.160 0.314 -1.548
H: 0.137 -1.693 -2.251
N: 0.014 0.934 0.132
O: -1.452 -1.384 -0.851

#B
ORCA calculation (ωB97M-V/def2-TZVPD) on a single C3H7NO molecule.

HOMO level: -0.344 Ha
HOMO-LUMO gap: 10.36 eV
LUMO energy: 0.0365 Eh

Geometry (Å):
C: 0.254 1.547 0.550
C: 0.131 -0.904 -1.175
N: -0.342 0.301 1.001
C: -0.370 -0.721 0.213
O: -0.752 -1.798 0.886
H: -0.882 -1.232 1.784
H: -0.036 2.353 1.232
H: -0.100 1.851 -0.440
H: 1.346 1.481 0.534
H: -0.335 -1.787 -1.620
H: 1.213 -1.046 -1.164
H: -0.126 -0.046 -1.800

#C
ORCA calculation (ωB97M-V/def2-TZVPD) on a single C3H7NO molecule.

HOMO level: -0.346 Ha
HOMO-LUMO gap: 10.26 eV
LUMO energy: 0.0310 Eh

Geometry (Å):
C: 1.195 -0.612 0.650
N: -0.023 0.013 -0.085
C: -1.392 -0.476 -0.492
C: 0.256 1.332 -0.227
O: 1.318 1.795 0.146
H: 1.256 -1.664 0.409
H: 1.112 -0.428 1.732
H: 2.196 -0.175 0.413
H: -2.023 -0.844 0.331
H: -1.981 0.353 -0.936
H: -1.388 -1.253 -1.269
H: -0.513 1.975 -0.688

#D
ORCA calculation (ωB97M-V/def2-TZVPD) on a molecular structure, C3H7NO.

HOMO level: -0.342 Ha
HOMO-LUMO gap: 8.12 eV
LUMO energy: -0.0438 Eh

Geometry (Å):
C: 0.179 1.297 -0.367
N: -0.002 0.705 0.922
C: -0.873 -1.843 -0.678
C: 1.105 1.293 1.406
O: 0.813 0.857 -1.303
H: -0.530 2.125 -0.503
H: -1.022 -1.353 0.281
H: 0.104 -1.668 -1.094
H: -1.585 -1.389 -1.387
H: 0.911 2.040 2.175
H: -1.174 -2.901 -0.685
H: 2.075 0.837 1.234

Last place for stability: #D